Record 1
DFT (ωB97M-V/def2-TZVPD) results for C61H61BN8O7STeW as an isolated structure.

```
141
Properties=species:S:1:pos:R:3:forces:R:3
W -0.1725 -0.3658 -0.3517 -0.2 -1.3 0.9
O -6.4022 3.0546 -0.8081 0.0 0.0 0.0
N -5.9403 3.1442 0.3102 0.0 0.0 0.0
O -6.4799 3.6967 1.2444 0.0 0.0 0.0
C -4.5991 2.5635 0.5570 0.0 0.0 0.0
C -3.8481 3.2216 1.4816 0.0 0.0 0.0
C -2.5499 2.7467 1.7539 0.0 0.0 0.0
C -1.6800 3.3603 2.6744 0.0 0.0 0.0
C -0.4669 2.7815 2.9167 0.0 -0.1 0.1
C -0.1018 1.6261 2.2119 0.0 -0.1 0.1
N -0.8566 1.0590 1.2863 0.0 0.6 -0.1
C -2.0905 1.6053 1.0786 0.0 -0.1 0.0
C -2.8917 0.9260 0.1358 -0.1 -0.1 0.1
N -2.3311 -0.2028 -0.3921 0.1 0.4 -0.1
C -3.0001 -0.7696 -1.5495 0.0 -0.1 0.0
C -4.4173 -0.3665 -1.7474 0.0 0.0 0.0
C -4.9670 0.6591 -1.1057 0.0 0.0 0.0
C -4.1681 1.4134 -0.1487 0.0 0.0 0.0
H -4.2375 4.0961 1.9808 0.0 0.0 0.0
H -1.9864 4.2656 3.1838 0.0 0.0 0.0
H 0.2285 3.1912 3.6353 0.0 0.0 0.0
H 0.8469 1.1624 2.4232 0.0 0.0 -0.1
H -2.9346 -1.8618 -1.5341 0.0 0.0 0.0
H -4.9916 -0.9393 -2.4646 0.0 0.0 0.0
H -5.9917 0.9364 -1.2876 0.0 0.0 0.0
B -0.1861 -3.4343 -2.4936 0.1 0.0 0.0
N -0.6781 -2.0730 -3.0295 0.0 0.0 0.0
C -1.5356 -2.0246 -4.1221 0.1 0.1 -0.1
C -2.3523 -0.9771 -4.0250 0.0 0.0 0.0
C -2.0377 -0.3417 -2.7363 -0.1 0.1 0.0
N -0.8311 -1.0279 -2.2436 -0.1 -0.1 0.4
N 1.1432 -3.1737 -1.8120 0.0 0.0 0.0
C 2.2987 -3.7810 -2.0761 0.0 -0.1 0.1
C 3.2612 -3.2707 -1.2262 0.0 0.0 0.0
C 2.5824 -2.3247 -0.4746 0.0 -0.1 0.1
N 1.2873 -2.2601 -0.8280 0.1 0.2 -0.3
H -0.0339 -4.2011 -3.4046 0.0 0.0 0.0
H -1.0309 -3.7921 -1.6978 0.0 -0.1 0.0
H -1.4439 -2.7915 -4.8725 0.0 0.0 0.0
H -3.1165 -0.6566 -4.7116 0.0 0.0 0.0
H -1.9828 0.7447 -2.7233 0.1 0.0 0.0
H 2.3450 -4.5464 -2.8329 0.0 0.0 0.0
H 4.3003 -3.5405 -1.1563 0.0 0.0 0.0
H 2.9896 -1.7373 0.3218 0.0 0.0 0.0
O 1.9293 0.2296 -2.1043 0.3 0.0 -0.4
C 1.4811 1.1935 -3.0369 0.0 0.1 0.2
C 0.2326 1.8838 -2.4259 -0.1 0.0 0.1
O -0.3203 2.8206 -2.9440 0.0 0.0 0.0
O -0.2295 1.3817 -1.2838 0.4 0.3 -0.1
C 2.6109 2.1821 -3.3620 -0.1 0.1 0.0
C 2.3658 3.4567 -3.8660 0.0 0.0 0.0
C 3.4225 4.2911 -4.1981 0.0 0.0 0.0
C 4.7347 3.8634 -4.0529 0.0 0.0 0.0
C 4.9832 2.5891 -3.5701 0.0 0.0 0.0
C 3.9291 1.7541 -3.2285 0.1 0.0 0.0
C 1.1046 0.4629 -4.3331 0.0 0.0 0.0
C 0.1892 0.9840 -5.2402 0.0 0.0 -0.1
C -0.0470 0.3340 -6.4453 0.0 0.0 0.0
C 0.6183 -0.8421 -6.7506 0.0 0.0 0.0
C 1.5290 -1.3671 -5.8424 0.0 0.0 0.0
C 1.7771 -0.7153 -4.6446 -0.1 0.0 0.0
H 2.6592 0.6084 -1.5952 -0.1 0.0 0.1
H 1.3502 3.7987 -3.9951 0.0 0.0 0.0
H 3.2151 5.2828 -4.5791 0.0 0.0 0.0
H 5.5552 4.5118 -4.3309 0.0 0.0 0.0
H 6.0002 2.2339 -3.4642 0.0 0.0 0.0
H 4.1572 0.7533 -2.8815 0.0 0.0 0.0
H -0.3274 1.9082 -5.0199 0.0 0.0 0.0
H -0.7544 0.7563 -7.1476 0.0 0.0 0.0
H 0.4366 -1.3437 -7.6924 0.0 0.0 0.0
H 2.0571 -2.2843 -6.0714 0.0 0.0 0.0
H 2.4895 -1.1259 -3.9413 0.0 0.0 0.0
C 2.3896 -4.9183 8.7979 0.0 0.0 0.0
C 1.9358 -4.1920 7.5642 0.0 0.0 0.0
C 2.4251 -2.9312 7.2535 0.0 0.0 0.0
C 2.0186 -2.2446 6.1160 0.0 0.0 0.0
C 2.6245 -0.8927 5.8472 0.1 0.0 0.0
C 1.0941 -2.8591 5.2616 0.0 0.0 -0.1
Te 0.6107 -1.9112 3.4343 0.5 -0.1 0.0
N 1.3711 -0.1668 0.6841 -0.7 0.4 -0.6
C 2.4806 0.1497 1.3189 0.0 -0.4 0.3
O 2.9475 -0.5020 2.2861 -0.2 -0.1 0.2
C 3.2554 1.3437 0.8444 0.0 0.0 -0.1
C 4.6401 1.3483 1.0016 0.0 0.0 0.0
C 5.3816 2.4345 0.5661 0.0 0.0 0.0
C 4.7465 3.5266 -0.0129 0.0 0.0 0.0
C 3.3675 3.5318 -0.1586 0.0 0.0 0.0
C 2.6224 2.4402 0.2640 0.0 0.0 0.0
C 1.0122 -3.5951 2.2441 0.1 0.1 0.1
C 2.2159 -4.2841 2.4147 0.0 -0.1 0.1
C 3.3649 -3.7939 3.2548 0.0 0.1 0.1
C 2.3625 -5.5016 1.7545 0.0 0.0 -0.1
C 1.3731 -6.0311 0.9377 0.0 0.0 0.1
C 1.5633 -7.3399 0.2285 0.0 0.0 0.0
C 0.2093 -5.2905 0.7490 0.0 0.1 -0.1
C 0.0313 -4.0694 1.3713 -0.1 -0.1 0.0
C -1.2473 -3.3183 1.1225 0.1 -0.2 0.1
C 0.5360 -4.1096 5.5765 0.0 0.0 0.1
C -0.5397 -4.7926 4.7710 0.1 0.0 0.0
C 0.9805 -4.7526 6.7230 0.0 0.0 0.0
H 3.3418 -4.5316 9.1569 0.0 0.0 0.0
H 2.4987 -5.9853 8.6062 0.0 0.0 0.0
H 1.6584 -4.8023 9.6004 0.0 0.0 0.0
H 3.1491 -2.4640 7.9120 0.0 0.0 0.0
H 2.7713 -0.3545 6.7827 0.0 0.0 0.0
H 2.0154 -0.2668 5.1946 0.0 0.0 0.0
H 3.6008 -0.9912 5.3673 0.0 0.0 0.0
H 5.1175 0.5010 1.4754 0.0 0.0 0.0
H 6.4571 2.4348 0.6865 0.0 0.0 0.0
H 5.3283 4.3729 -0.3535 0.0 0.0 0.0
H 2.8699 4.3801 -0.6102 0.0 0.0 0.0
H 1.5456 2.4446 0.1487 0.0 0.0 0.0
H 3.3580 -2.7119 3.3872 0.0 0.0 -0.1
H 4.3055 -4.0560 2.7710 0.0 0.0 0.0
H 3.3539 -4.2569 4.2442 0.0 0.0 0.0
H 3.2932 -6.0445 1.8780 0.0 0.0 0.0
H 2.4361 -7.8721 0.6023 0.0 0.0 0.0
H 1.6985 -7.1746 -0.8425 0.0 0.0 0.0
H 0.6893 -7.9804 0.3499 0.0 0.0 0.0
H -0.5599 -5.6583 0.0789 0.0 0.0 0.0
H -1.6344 -3.5260 0.1269 0.1 -0.1 0.0
H -1.7256 -1.5086 1.7830 -0.1 0.1 -0.2
H -2.0041 -3.6202 1.8559 0.0 0.2 0.0
H -1.0796 -4.1014 4.1235 0.0 0.0 0.0
H -1.2667 -5.2473 5.4445 0.0 0.0 0.0
H -0.1244 -5.5805 4.1392 0.0 0.0 0.0
H 0.5571 -5.7197 6.9729 0.0 0.0 0.0
O -1.0017 -1.9119 1.2469 0.1 0.0 -0.4
S -3.3182 -1.0163 3.2224 0.0 0.0 0.0
C -2.6697 0.1428 4.4833 0.0 -0.1 0.0
C -2.9783 -0.4972 5.8348 0.0 0.0 0.0
C -2.7617 -1.9949 5.6507 -0.1 0.0 0.0
C -3.5898 -2.3679 4.4302 0.0 0.0 0.0
H -3.1479 1.1098 4.3487 0.0 0.0 0.0
H -1.5945 0.2523 4.3386 0.0 0.1 0.0
H -4.0201 -0.3090 6.1020 0.0 0.0 0.0
H -2.3471 -0.0742 6.6168 0.0 0.0 0.0
H -3.0634 -2.5743 6.5240 0.0 0.0 0.0
H -1.7014 -2.1905 5.4636 0.0 0.0 0.1
H -4.6508 -2.3848 4.6751 0.0 -0.1 0.0
H -3.3204 -3.3227 3.9819 0.0 0.0 0.0
```
Forces are in eV/Å.

Output
* charge: +1
* 2S+1: 2
* molecular weight: 1372.53 g mol⁻¹
* lowest unoccupied orbital energy (alpha / beta): -3.32 / -4.86 eV
* E_tot: -111124.34071 eV
* energy above the lowest of the compared OMol25 structures with the same formula, charge and spin: 0.000 eV


Record 2
DFT (ωB97M-V/def2-TZVPD) results for C4H2BaO as an isolated structure.

```
8
Properties=species:S:1:pos:R:3:forces:R:3
C -0.8381 0.6227 -0.0319 -0.5 0.4 -1.2
C -1.7349 1.1001 -0.6973 0.5 -0.3 0.7
H -2.5761 1.5155 -1.2233 0.3 -0.2 0.2
O 0.1562 -2.2956 -0.1618 0.6 0.6 0.4
C 0.6154 -1.3348 0.3964 0.0 -0.3 -0.6
C 0.3466 0.0335 0.5224 0.6 0.2 0.4
H 0.7861 0.5322 1.4000 -0.1 -0.2 -0.2
Ba 3.2447 -0.1736 -0.2044 -1.4 -0.3 0.2
```
Forces are in eV/Å.

Output
* charge: +1
* 2S+1: 2
* molecular weight: 203.39 g mol⁻¹
* lowest unoccupied orbital energy (alpha / beta): -5.37 / -5.53 eV
* E_tot: -6910.58911 eV


Record 3
DFT (ωB97M-V/def2-TZVPD) results for C5H10O3 in the gas phase.

```
18
Properties=species:S:1:pos:R:3:forces:R:3
C -1.5630 -2.1473 -0.4408 -0.1 0.1 -0.1
C -1.2959 -1.2274 0.4665 0.3 0.2 0.0
C -0.6026 0.0767 0.1424 -0.3 0.5 0.1
C -1.1284 1.2188 1.0175 0.3 -0.2 -0.3
O -0.7614 0.3740 -1.2156 0.2 0.0 -0.2
O 0.7569 -0.2006 0.4452 0.8 -0.8 0.0
O 1.5761 0.9365 0.1384 -0.8 0.9 0.2
C 2.7336 0.5140 -0.5349 -0.1 -0.4 -0.3
H -2.0607 -3.0666 -0.1793 0.0 -0.1 0.1
H -1.3257 -1.9898 -1.4827 0.0 0.0 0.0
H -1.5215 -1.3655 1.5173 0.0 -0.1 0.0
H -0.9211 1.0023 2.0588 0.0 0.0 0.2
H -2.1963 1.3210 0.8633 -0.2 0.0 0.0
H -0.6328 2.1470 0.7445 0.0 0.1 0.0
H -0.1559 1.1015 -1.4214 -0.1 -0.1 0.1
H 3.2967 1.4335 -0.6936 0.0 0.0 0.0
H 2.4915 0.0497 -1.5018 0.1 0.1 0.2
H 3.3104 -0.1777 0.0761 0.1 -0.1 0.0
```
Forces are in eV/Å.

Output
* SMILES: C=C[C@](C)(O)OOC
* charge: 0
* molecular weight: 118.13 g mol⁻¹
* lowest unoccupied orbital energy: 0.92 eV
* E_tot: -11486.07762 eV
* energy above the lowest of the compared OMol25 structures with the same formula, charge and spin: 4.109 eV


Record 4
DFT (ωB97M-V/def2-TZVPD) results for C5H9N2 as an isolated structure.

```
16
Properties=species:S:1:pos:R:3:forces:R:3
C -2.6576 2.4843 1.0025 0.3 -0.2 -1.0
C 0.2635 1.3216 -0.6877 -1.7 3.4 -1.0
C -0.4044 -1.7043 0.3979 -2.1 1.8 2.2
C 1.5655 0.0670 -1.4745 -1.0 -0.9 -1.2
C 0.5776 -0.6524 0.8494 3.2 -0.6 -1.8
N -1.6815 2.1401 0.4847 -1.4 0.3 1.4
N 0.7217 0.3068 -0.2582 -0.3 -1.5 0.6
H -3.6577 2.7978 1.3311 1.0 -0.2 -0.1
H -1.4602 -1.2343 0.2251 1.9 -1.1 0.6
H -0.0764 -2.1242 -0.4722 0.8 -1.1 -2.5
H -0.3624 -2.5095 1.1177 -0.6 -0.1 0.3
H 1.3063 -0.9830 -1.7732 0.4 1.2 -0.2
H 2.5098 0.1926 -1.0328 1.7 0.1 -0.4
H 1.2645 0.8735 -2.2343 0.9 -1.4 0.6
H 1.7016 -0.9906 0.8927 -2.3 0.0 0.6
H 0.3899 0.0145 1.6318 -0.7 0.2 1.8
```
Forces are in eV/Å.

Output
* charge: +1
* molecular weight: 97.14 g mol⁻¹
* lowest unoccupied orbital energy: -4.04 eV
* E_tot: -8299.20917 eV
* energy above the lowest of the compared OMol25 structures with the same formula, charge and spin: 6.523 eV